A molecular structure, C8CaF24N4O16S8, computed with ωB97M-V/def2-TZVPD.

Calculated values
- Energy relative to the best compared isomer or geometry (same formula, charge and spin): 92.7 kcal per mole
- Gap between HOMO and LUMO: 9.9 eV
- Net charge: -2

Atoms and positions in Å:
Ca (-0.112, 0.076, 0.045)
C (-3.288, -2.806, 2.031)
F (-3.998, -3.351, 1.009)
F (-4.038, -2.822, 3.078)
F (-2.189, -3.559, 2.192)
S (-2.798, -0.988, 1.504)
O (-2.881, -0.949, 0.063)
O (-3.661, -0.015, 2.141)
N (-1.140, -0.686, 1.980)
S (-1.299, -0.397, 3.564)
O (-1.517, 0.959, 3.988)
O (-2.193, -1.300, 4.280)
C (0.488, -0.739, 4.309)
F (0.750, -2.032, 4.337)
F (1.401, -0.220, 3.532)
F (0.601, -0.245, 5.565)
C (-2.275, -3.647, -1.767)
F (-2.405, -4.605, -2.575)
F (-3.440, -3.041, -1.740)
F (-1.902, -4.030, -0.592)
S (-0.929, -2.364, -2.400)
O (-0.181, -3.036, -3.522)
O (-1.649, -1.169, -2.891)
N (-0.024, -1.946, -0.928)
S (1.067, -2.976, -0.875)
O (0.669, -4.395, -1.037)
O (2.302, -2.712, -1.623)
C (1.603, -2.938, 1.045)
F (1.928, -1.718, 1.456)
F (0.544, -3.327, 1.777)
F (2.630, -3.749, 1.225)
C (0.256, 3.300, -3.267)
F (1.482, 3.159, -3.778)
F (0.263, 4.007, -2.143)
F (-0.455, 3.967, -4.151)
S (-0.594, 1.594, -2.941)
O (-1.703, 1.578, -3.906)
O (0.458, 0.616, -3.139)
N (-0.954, 1.686, -1.195)
S (-2.389, 2.400, -1.105)
O (-2.570, 3.505, -2.055)
O (-3.557, 1.543, -1.054)
C (-2.208, 3.251, 0.622)
F (-3.180, 3.989, 0.933)
F (-2.185, 2.242, 1.425)
F (-1.121, 3.932, 0.703)
C (2.584, 3.590, 0.514)
F (3.100, 3.501, -0.753)
F (3.408, 4.164, 1.357)
F (1.484, 4.334, 0.379)
S (2.197, 1.829, 1.297)
O (3.131, 1.602, 2.417)
O (0.750, 1.903, 1.624)
N (2.227, 0.676, -0.027)
S (3.734, 0.466, -0.355)
O (4.661, 1.623, -0.075)
O (4.172, -0.811, 0.250)
C (3.733, 0.281, -2.320)
F (4.954, -0.156, -2.748)
F (2.739, -0.520, -2.801)
F (3.518, 1.471, -2.881)